# C22H26N4O4S

One molecule with the formula C22H26N4O4S (ωB97M-V/def2-TZVPD, OMol25).

Values from the calculation:
**Calculated total energy**: -1772.197060 Ha
**ΔE to the lowest compared entry with this formula, charge and spin**: 51.4 kJ/mol
**Frontier orbital gap**: 8.34 eV
**Structure (SMILES)**: CCOc1ccc(NC(=O)CCCNC(=O)Cn2cnc3sc(C)c(C)c3c2=O)cc1
**Highest occupied orbital energy**: -7.813 eV

Last column: Löwdin charge in e.
Geometry (Å):
C: -0.11 -5.41 3.71  -0.06
C: -0.06 -3.95 3.27  -0.26
O: 1.00 -3.82 2.34  -0.07
C: 1.24 -2.60 1.79  -0.29
C: 2.33 -2.53 0.92  -0.01
C: 2.67 -1.34 0.32  -0.04
C: 1.93 -0.19 0.56  -0.23
C: 0.83 -0.26 1.41  0.00
C: 0.50 -1.45 2.02  -0.01
H: -0.35 -1.46 2.69  0.11
H: 0.24 0.62 1.60  0.11
N: 2.36 1.01 -0.04  0.14
C: 1.75 2.22 -0.04  -0.44
O: 0.62 2.39 0.39  0.04
C: 2.62 3.36 -0.54  -0.09
H: 2.75 4.04 0.30  0.13
H: 3.61 2.97 -0.81  0.11
C: 2.06 4.14 -1.74  -0.15
H: 2.88 4.74 -2.15  0.11
C: 0.91 5.10 -1.40  -0.16
N: -0.33 4.40 -1.18  0.07
C: -1.28 4.34 -2.12  -0.51
O: -1.34 5.05 -3.10  0.06
C: -2.32 3.24 -1.85  -0.03
N: -1.69 1.93 -1.81  0.03
C: -0.66 1.65 -2.64  -0.14
N: -0.02 0.53 -2.70  0.09
C: -0.50 -0.44 -1.90  -0.54
C: -1.56 -0.30 -1.01  -0.12
C: -1.89 -1.53 -0.36  -0.26
C: -1.08 -2.55 -0.76  -0.51
S: 0.12 -2.05 -1.92  1.12
C: -1.14 -3.98 -0.36  -0.08
H: -1.20 -4.62 -1.24  0.08
H: -2.01 -4.17 0.27  0.08
H: -0.24 -4.27 0.19  0.07
C: -3.01 -1.66 0.62  -0.02
H: -3.79 -2.30 0.22  0.09
H: -3.43 -0.68 0.83  0.07
H: -2.66 -2.10 1.55  0.07
C: -2.20 0.98 -0.90  -0.36
O: -3.10 1.30 -0.14  0.07
H: -0.36 2.44 -3.32  0.14
H: -2.82 3.39 -0.89  0.13
H: -3.07 3.27 -2.65  0.14
H: -0.30 3.70 -0.44  0.10
H: 1.16 5.68 -0.50  0.12
H: 0.75 5.79 -2.23  0.12
H: 1.74 3.45 -2.52  0.11
H: 3.25 0.93 -0.51  0.14
H: 3.52 -1.30 -0.35  0.12
H: 2.91 -3.42 0.74  0.12
H: -1.01 -3.67 2.80  0.11
H: 0.11 -3.29 4.13  0.13
H: -0.28 -6.05 2.85  0.08
H: 0.84 -5.68 4.17  0.08
H: -0.91 -5.55 4.43  0.08